1.
A molecular structure, C53H44N4O4P2RuS4. Source: the OMol25 dataset; level of theory: the ωB97M-V functional and the def2-TZVPD basis.

XYZ file:
```
112
Properties=species:S:1:pos:R:3:forces:R:3
Ru -0.269 -1.490 -0.167 0.4 0.0 0.0
S 1.430 -3.397 -0.096 -0.1 0.1 0.1
P 2.575 -1.913 0.647 -0.2 0.0 0.1
C 1.476 -0.669 0.866 0.0 0.1 -0.4
P 1.353 0.950 0.438 0.0 -0.2 0.2
S -0.177 0.918 -0.855 -0.2 0.2 0.1
C 2.849 1.790 -0.170 0.0 -0.1 0.0
C 3.736 2.412 0.707 0.0 0.0 0.0
C 4.921 2.954 0.232 0.0 0.0 0.0
C 5.225 2.876 -1.121 0.0 0.0 0.0
C 4.346 2.250 -1.995 0.0 0.0 0.0
C 3.160 1.706 -1.525 0.0 0.0 0.0
C 0.869 2.014 1.840 0.0 0.0 0.0
C 0.639 3.373 1.630 0.0 0.0 0.0
C 0.182 4.172 2.666 0.1 0.0 0.0
C -0.058 3.618 3.919 0.0 0.0 0.0
C 0.165 2.266 4.131 0.0 0.0 0.0
C 0.631 1.467 3.092 0.0 0.1 0.0
C 3.310 -2.424 2.241 0.1 0.0 0.0
C 3.332 -1.527 3.303 0.0 -0.1 0.0
C 3.894 -1.896 4.520 0.0 0.0 0.0
C 4.427 -3.167 4.678 0.0 0.0 0.0
C 4.405 -4.067 3.619 0.0 0.0 -0.1
C 3.852 -3.695 2.403 0.0 0.0 0.0
C 4.074 -1.604 -0.340 0.0 0.0 0.0
C 5.078 -0.796 0.195 0.0 0.0 0.0
C 6.192 -0.472 -0.562 0.0 0.0 0.0
C 6.314 -0.964 -1.856 0.0 0.0 0.0
C 5.325 -1.779 -2.385 0.0 0.0 0.0
C 4.205 -2.102 -1.630 0.0 0.0 0.0
H 3.495 2.480 1.763 0.0 0.0 0.0
H 5.607 3.437 0.917 0.0 0.0 0.0
H 6.151 3.298 -1.492 0.0 0.0 0.0
H 4.589 2.175 -3.048 0.0 0.0 0.0
H 2.483 1.189 -2.193 0.0 0.0 0.0
H 0.805 3.800 0.647 0.0 0.0 0.0
H 0.004 5.227 2.497 0.0 0.0 0.0
H -0.427 4.241 4.724 0.0 0.0 0.0
H -0.038 1.825 5.099 0.0 0.0 0.0
H 0.790 0.406 3.235 0.0 0.0 0.0
H 2.892 -0.546 3.167 0.0 0.0 0.0
H 3.910 -1.195 5.345 0.0 0.0 0.0
H 4.858 -3.460 5.628 0.0 0.0 0.0
H 4.815 -5.062 3.746 0.0 0.0 0.0
H 3.817 -4.395 1.575 0.0 0.0 0.0
H 4.989 -0.415 1.206 0.0 0.0 0.0
H 6.959 0.169 -0.146 0.0 0.0 0.0
H 7.183 -0.709 -2.451 0.0 0.0 0.0
H 5.414 -2.162 -3.394 0.0 0.0 0.0
H 3.424 -2.724 -2.043 -0.1 0.0 0.0
C -4.560 5.198 3.077 0.0 0.0 0.0
C -4.476 3.904 2.310 0.0 0.0 0.0
C -5.587 3.082 2.163 0.0 0.0 0.0
C -5.503 1.889 1.456 0.0 0.0 0.0
C -4.299 1.522 0.878 0.0 0.0 0.0
C -3.176 2.330 1.011 0.0 0.0 0.1
C -3.272 3.510 1.727 0.0 0.0 0.0
S -4.169 -0.021 -0.006 0.0 0.2 0.0
O -4.132 0.298 -1.413 0.0 -0.1 0.0
O -5.270 -0.841 0.459 0.0 0.0 0.0
N -2.736 -0.566 0.386 -0.1 -0.1 0.0
C -2.393 -0.874 1.647 -0.1 0.0 0.1
C -3.198 -0.844 2.815 0.0 0.0 -0.1
C -2.665 -1.249 4.012 0.0 0.0 0.0
C -1.339 -1.689 4.085 0.0 0.0 0.0
C -0.602 -1.675 2.924 0.1 0.0 0.1
N -1.100 -1.272 1.757 0.1 -0.1 -0.3
H -5.481 5.253 3.658 0.0 0.0 0.0
H -4.539 6.055 2.400 0.0 0.0 0.0
H -3.717 5.303 3.762 0.0 0.0 0.0
H -6.527 3.369 2.621 0.0 0.0 0.0
H -6.356 1.230 1.359 0.0 0.0 0.0
H -2.231 2.012 0.583 0.0 0.0 0.0
H -2.389 4.128 1.852 -0.1 0.0 0.0
H -4.230 -0.538 2.731 0.0 0.0 0.0
H -3.284 -1.239 4.902 0.0 0.0 0.0
H -0.895 -2.028 5.011 0.0 0.0 0.0
H 0.440 -1.974 2.895 0.0 0.0 0.0
C -2.298 3.452 -5.901 0.0 0.0 0.0
C -1.595 2.260 -5.307 0.0 0.0 0.0
C -2.171 1.548 -4.261 0.0 0.0 0.0
C -1.516 0.473 -3.679 0.1 0.0 -0.1
C -0.268 0.097 -4.154 0.0 0.0 0.0
C 0.320 0.789 -5.203 0.0 0.0 0.0
C -0.342 1.866 -5.772 0.0 0.0 0.0
S 0.639 -1.268 -3.448 0.0 0.1 0.0
O 1.811 -0.719 -2.816 0.1 -0.1 0.0
O 0.879 -2.192 -4.532 0.0 0.0 0.0
N -0.317 -1.877 -2.318 -0.1 -0.3 0.1
C -1.397 -2.665 -2.709 0.0 0.1 -0.1
C -1.866 -2.865 -3.997 0.0 0.0 -0.1
C -2.970 -3.693 -4.262 0.0 0.0 0.0
C -3.629 -4.361 -3.271 0.0 0.0 0.0
C -3.192 -4.193 -1.941 0.0 0.0 0.0
C -3.783 -4.864 -0.849 0.0 0.0 0.0
C -3.294 -4.685 0.410 0.0 0.0 0.0
C -2.238 -3.780 0.602 0.0 0.0 0.0
N -1.693 -3.112 -0.386 0.0 0.0 -0.1
C -2.109 -3.330 -1.665 0.0 0.0 0.1
H -3.379 3.317 -5.889 0.0 0.0 0.0
H -1.983 3.626 -6.931 0.0 0.0 0.0
H -2.073 4.355 -5.328 0.0 0.0 0.0
H -3.144 1.833 -3.875 0.0 0.0 0.0
H -1.983 -0.042 -2.851 0.0 0.0 0.0
H 1.293 0.482 -5.568 0.0 0.0 0.0
H 0.121 2.409 -6.589 0.0 0.0 0.0
H -1.371 -2.397 -4.832 0.0 0.0 0.0
H -3.293 -3.800 -5.291 0.0 0.0 0.0
H -4.471 -5.008 -3.479 0.0 0.0 0.0
H -4.620 -5.528 -1.035 0.0 0.0 0.0
H -3.713 -5.196 1.265 0.0 0.0 0.0
H -1.851 -3.588 1.593 0.0 0.0 0.0
```
Forces are in eV/Å.

The value obtained for the frontier orbital gap (alpha / beta) is 6.79 / 6.82 eV. The value obtained for the HOMO energy (alpha / beta) is -0.163 / -0.164 hartree. As for the total charge: -1. The spin multiplicity is 2. The value obtained for the LUMO energy (alpha / beta) is 0.087 / 0.087 Eh.

***

2.
A molecular structure, C53H45BrCaCl3IN7OPS2Se. Source: the OMol25 dataset; level of theory: the ωB97M-V functional and the def2-TZVPD basis.

XYZ file:
```
116
Properties=species:S:1:pos:R:3:forces:R:3
Ca 0.892 -0.460 0.011 0.0 -0.7 -0.1
C -3.853 0.269 1.294 0.0 0.0 0.0
C -2.656 -0.294 0.583 0.0 0.0 0.0
N -1.940 0.297 -0.296 0.1 0.0 -0.1
N -2.225 1.578 -0.634 -0.1 -0.1 -0.1
C -1.535 2.225 -1.631 0.0 0.0 0.0
N -1.565 3.573 -1.480 0.0 0.0 0.0
S -0.836 1.470 -2.918 0.0 0.0 0.0
C -2.259 -1.697 0.902 0.0 0.1 0.1
C -3.193 -2.619 1.356 0.0 0.0 0.0
C -2.775 -3.911 1.641 0.0 0.0 0.0
C -1.442 -4.238 1.471 0.0 0.0 0.0
C -0.572 -3.253 1.026 0.0 0.0 0.0
N -0.970 -2.012 0.750 0.1 -0.1 -0.1
H -3.901 1.356 1.279 0.0 0.0 0.0
H -3.841 -0.043 2.338 0.0 0.0 0.0
H -4.775 -0.102 0.840 0.0 0.0 0.0
H -2.766 2.145 0.002 0.1 0.0 0.0
H -1.470 3.932 -0.539 0.1 0.0 0.0
H -1.043 4.076 -2.179 0.0 0.0 0.0
H -4.228 -2.335 1.486 0.0 0.0 0.0
H -3.484 -4.646 1.998 0.0 0.0 0.0
H -1.067 -5.228 1.693 0.0 0.0 0.0
H 0.490 -3.446 0.914 -0.1 0.0 0.0
C 7.254 3.891 1.111 0.0 0.0 0.0
C 6.748 3.114 2.143 0.0 0.0 0.0
C 5.622 2.330 1.932 0.0 0.0 0.0
C 4.983 2.325 0.694 0.0 0.0 0.0
C 5.501 3.107 -0.337 0.0 0.0 0.0
C 6.631 3.883 -0.130 0.0 0.0 0.0
P 3.467 1.314 0.536 0.0 0.1 0.1
C 3.447 1.002 -1.272 0.0 0.0 0.0
C 4.331 0.025 -1.749 0.0 0.0 0.0
C 4.446 -0.213 -3.107 0.0 0.0 0.0
C 3.646 0.484 -4.007 0.0 0.0 0.0
C 2.729 1.412 -3.542 0.0 0.0 0.0
C 2.636 1.678 -2.180 0.0 0.0 0.0
C 2.089 2.487 0.796 0.0 0.0 0.0
C 2.280 3.838 1.083 0.0 0.0 0.0
C 1.211 4.609 1.519 0.0 0.0 0.0
C -0.026 4.005 1.691 0.0 0.0 0.0
C -0.193 2.662 1.355 0.0 0.0 0.1
C 0.833 1.837 0.869 -0.1 0.5 0.2
H 8.136 4.498 1.271 0.0 0.0 0.0
H 7.235 3.110 3.110 0.0 0.0 0.0
H 5.235 1.710 2.732 0.0 0.0 0.0
H 5.019 3.106 -1.307 0.0 0.0 0.0
H 7.027 4.485 -0.939 0.0 0.0 0.0
H 4.932 -0.535 -1.041 0.0 0.0 0.0
H 5.151 -0.952 -3.467 0.0 0.0 0.0
H 3.727 0.287 -5.069 0.0 0.0 0.0
H 2.083 1.938 -4.233 0.0 0.0 0.0
H 1.934 2.422 -1.823 0.0 0.0 0.0
H 3.265 4.284 1.000 0.0 0.0 0.0
H 1.353 5.655 1.762 0.0 0.0 0.0
H -0.851 4.575 2.109 0.0 0.0 0.0
H -1.180 2.234 1.544 0.0 0.0 0.0
Cl -8.267 -5.471 -4.201 0.0 0.0 0.0
C -6.587 -5.045 -4.216 0.0 0.0 0.0
C -5.856 -5.093 -3.043 0.0 0.0 0.0
C -4.514 -4.752 -3.085 0.0 0.0 0.0
C -3.880 -4.362 -4.261 0.0 0.0 0.0
C -2.406 -4.009 -4.207 -0.6 -0.2 -0.1
C -2.095 -2.550 -4.450 -0.1 0.2 0.1
N -0.852 -2.252 -3.777 0.2 0.4 -0.1
C 0.436 -2.408 -4.242 -0.1 0.1 0.0
C 1.245 -2.019 -3.219 -0.1 0.2 0.0
N 0.479 -1.621 -2.144 0.1 -0.2 0.1
C -0.767 -1.799 -2.517 0.0 0.2 0.0
O -1.643 -4.741 -5.130 -0.2 0.0 -0.3
C -1.127 -5.949 -4.602 0.3 -0.2 0.1
C 0.123 -5.645 -3.837 0.2 -0.3 0.2
C 1.339 -5.467 -4.427 0.0 -0.1 0.0
Cl 1.673 -5.580 -6.108 0.0 0.0 0.0
S 2.579 -5.061 -3.323 0.0 -0.1 0.1
C 1.477 -5.106 -2.016 -0.3 -0.1 0.0
C 0.220 -5.432 -2.426 0.2 0.0 -0.1
C -4.655 -4.323 -5.420 0.0 0.0 0.0
Cl -3.982 -3.831 -6.944 0.0 0.0 0.0
C -5.998 -4.663 -5.409 0.0 0.0 0.0
H -6.328 -5.398 -2.120 0.0 0.0 0.0
H -3.930 -4.796 -2.172 0.0 0.0 0.0
H -2.073 -4.221 -3.185 0.0 0.0 0.0
H -2.875 -1.906 -4.043 0.1 0.0 0.1
H -2.017 -2.343 -5.516 0.1 0.0 0.0
H 0.643 -2.783 -5.229 0.0 0.0 0.0
H 2.320 -1.979 -3.188 0.0 0.0 0.0
H -1.638 -1.543 -1.938 0.0 0.0 0.0
H -0.916 -6.583 -5.461 0.0 0.0 0.0
H -1.868 -6.463 -3.979 0.0 0.1 0.0
H 1.833 -4.906 -1.016 -0.2 0.0 -0.2
H -0.616 -5.540 -1.747 0.0 0.0 0.0
H -6.575 -4.626 -6.321 0.0 0.0 0.0
Se 2.933 -2.252 1.391 0.1 0.3 -0.3
C 3.052 -4.114 1.045 -0.1 0.0 0.2
C 3.874 -4.636 0.046 0.2 -0.1 0.1
C 3.960 -6.009 -0.121 0.1 -0.1 0.1
N 3.291 -6.902 0.611 0.1 0.1 -0.1
C 2.513 -6.404 1.571 0.0 0.0 0.0
C 2.366 -5.050 1.827 0.0 0.0 0.0
H 4.446 -3.972 -0.588 0.0 0.0 0.0
H 4.604 -6.418 -0.895 0.0 0.0 0.0
H 1.980 -7.132 2.177 0.0 0.0 0.0
H 1.738 -4.716 2.646 0.0 0.0 0.0
Br -1.742 -2.319 6.121 0.0 0.0 0.0
C 0.141 -2.352 5.921 0.0 0.0 0.0
C 0.855 -3.239 6.716 0.0 0.0 0.0
C 2.233 -3.319 6.592 0.0 0.0 0.0
C 2.896 -2.515 5.676 0.0 0.0 0.0
C 2.183 -1.627 4.888 0.0 0.0 0.0
C 0.802 -1.538 5.010 -0.1 -0.1 0.0
I -0.188 -0.194 3.763 0.1 0.1 0.0
H 0.326 -3.864 7.421 0.0 0.0 0.0
H 2.784 -4.016 7.209 0.0 0.0 0.0
H 3.968 -2.586 5.556 0.0 0.0 0.0
H 2.696 -1.020 4.156 0.0 0.0 0.0
```
Forces are in eV/Å.

The value obtained for the frontier orbital gap is 6.60 eV. The value obtained for the HOMO energy is -0.261 hartree. As for the total charge: 0. The spin multiplicity is 1. The value obtained for the LUMO energy is -0.019 Eh.